Entry from the OMol25 dataset: 8 unconnected molecules or ions with the total composition C39H87ClN5O19 at a distorted geometry (ωB97M-V/def2-TZVPD).

Results
ΔE to the lowest compared entry with this formula, charge and spin: 148.3 kcal per mole
Lowest unoccupied orbital energy: 0.075 Eh
HOMO level: -5.67 eV
Total charge: -1

Last column: Mulliken charge in e.
Element x y z (Å)
1 Cl 33.58744 -6.02005 0.41381  -0.784
2 O 34.17920 -6.37296 1.69947  -0.715
3 O 32.25648 -6.57202 0.36362  0.277
4 O 33.77023 -4.60530 0.26130  0.362
5 O 34.38094 -6.81752 -0.49644  -0.066
6 C 28.52449 -4.93365 1.31630  -0.111
7 C 29.65990 -5.13576 2.27333  0.108
8 O 29.67359 -6.50469 2.56703  -0.176
9 C 28.67917 -7.17791 1.96273  0.712
10 O 28.42777 -8.36829 2.10136  -0.589
11 O 28.10643 -6.28589 1.12681  -0.398
12 H 28.97751 -4.58374 0.38870  0.077
13 H 27.62735 -4.43999 1.68987  0.300
14 H 29.51071 -4.57821 3.19799  0.356
15 H 30.56054 -4.83722 1.73683  -0.210
16 C 32.80410 -1.78312 -1.79515  0.626
17 C 31.45008 -2.42476 -1.34504  -0.043
18 O 31.14190 -1.68296 -0.24156  -0.385
19 C 32.03638 -0.91845 0.17299  0.563
20 O 31.94817 -0.33609 1.28107  -0.674
21 O 33.05115 -0.88400 -0.67859  -0.382
22 H 32.82031 -1.14284 -2.67711  0.227
23 H 33.62966 -2.49482 -1.80231  -0.400
24 H 31.61400 -3.47999 -1.12659  -0.019
25 H 30.78430 -2.17696 -2.17173  0.509
26 C 32.07804 -5.30532 -3.41176  -0.242
27 C 33.11342 -5.06286 -4.58147  2.218
28 C 33.22345 -6.41861 -5.35401  -0.792
29 C 31.95305 -6.74137 -6.21373  -0.441
30 C 31.67815 -5.65216 -7.20523  -1.589
31 C 31.56171 -4.23774 -6.55199  1.408
32 N 32.67342 -4.05608 -5.55953  0.476
33 O 32.86093 -2.71611 -5.27208  -0.406
34 C 31.69476 -3.22884 -7.71310  -1.963
35 C 30.15500 -4.04943 -5.90627  -1.726
36 C 34.55662 -4.84902 -4.01411  -2.572
37 H 31.41192 -6.13590 -3.64528  -0.093
38 H 31.54331 -4.36643 -3.26808  -0.061
39 H 32.49316 -5.53944 -2.43148  -0.407
40 H 34.10578 -6.46591 -5.99226  0.766
41 H 33.25843 -7.19359 -4.58831  -0.356
42 H 31.06403 -6.96620 -5.62451  0.165
43 H 32.09089 -7.57026 -6.90802  0.494
44 H 30.68558 -5.86373 -7.60287  0.516
45 H 32.32206 -5.65224 -8.08470  0.361
46 H 31.09170 -3.46867 -8.58883  0.397
47 H 31.48146 -2.22435 -7.34758  0.380
48 H 32.67723 -3.18298 -8.18293  0.447
49 H 30.19525 -3.05216 -5.46816  0.316
50 H 29.39732 -4.15365 -6.68290  0.527
51 H 29.93436 -4.79079 -5.13828  0.252
52 H 35.28189 -4.78398 -4.82520  0.576
53 H 34.87761 -5.45109 -3.16407  0.252
54 H 34.58547 -3.88342 -3.50925  0.540
55 H 33.70762 -2.61945 -5.71408  0.328
56 C 40.79773 -5.41389 0.88621  -1.186
57 O 39.45454 -5.06849 0.94021  0.313
58 C 38.85704 -5.60955 -0.23525  -1.525
59 C 37.36744 -5.54017 -0.01344  0.240
60 N 36.82370 -4.19096 0.49722  0.834
61 C 36.89691 -3.25605 -0.67740  0.346
62 C 36.63457 -1.80769 -0.33468  -0.447
63 O 36.74612 -1.56318 1.11825  -0.064
64 C 36.43217 -0.22631 1.38959  -0.932
65 H 41.32197 -5.35979 -0.06791  0.443
66 H 40.89468 -6.45463 1.19535  0.477
67 H 41.40205 -4.84184 1.59023  0.034
68 H 39.29017 -6.59200 -0.42312  0.600
69 H 39.22578 -5.08774 -1.11833  0.256
70 H 37.14691 -6.37618 0.65030  0.337
71 H 36.95278 -5.77225 -0.99440  -0.041
72 H 35.87225 -4.52607 0.54763  -0.764
73 H 36.20373 -3.55803 -1.46252  -0.617
74 H 37.83631 -3.38329 -1.21541  0.542
75 H 35.59043 -1.56095 -0.52700  -0.033
76 H 37.25235 -1.15535 -0.95186  0.415
77 H 35.40502 0.00448 1.10708  0.277
78 H 37.11991 0.45514 0.88886  0.366
79 H 36.54937 -0.09291 2.46503  0.166
80 C 34.56512 -2.53844 2.73790  -0.492
81 O 35.89308 -3.17422 3.00640  0.099
82 C 35.66973 -4.05797 4.11124  -0.158
83 C 36.94743 -4.80506 4.44870  -0.532
84 N 37.70212 -5.07400 3.22860  0.387
85 C 38.96055 -5.72683 3.67141  -0.920
86 C 39.96093 -4.71978 4.14796  -1.023
87 O 39.85532 -3.55296 3.27386  -0.074
88 C 40.91767 -2.63626 3.53472  -0.989
89 H 34.45572 -1.66283 3.37778  0.356
90 H 33.69567 -3.19502 2.76998  0.253
91 H 34.39883 -2.13197 1.74029  -0.295
92 H 34.82301 -4.70084 3.87065  -0.249
93 H 35.33492 -3.52342 5.00020  0.400
94 H 36.59721 -5.72933 4.90823  0.031
95 H 37.51510 -4.22136 5.17337  0.335
96 H 37.16677 -5.91399 3.06152  -0.071
97 H 39.30636 -6.45394 2.93669  0.410
98 H 38.72149 -6.49065 4.41136  0.666
99 H 40.87507 -5.25301 3.88696  0.380
100 H 39.82094 -4.52011 5.21033  0.570
101 H 40.82395 -1.63796 3.10725  0.225
102 H 41.80193 -2.98057 2.99841  0.314
103 H 41.16993 -2.57434 4.59331  0.342
104 C 34.97004 -8.71957 6.33680  -0.824
105 O 34.06714 -9.12685 5.24855  -0.338
106 C 33.46390 -7.91387 4.79933  -0.557
107 C 32.22960 -8.22913 3.82784  -0.065
108 N 32.75064 -9.23258 2.99293  -0.418
109 C 31.80173 -9.67859 1.93304  0.096
110 C 32.53998 -10.08696 0.65330  -0.312
111 O 33.86212 -10.49399 1.09146  -0.402
112 C 34.55382 -10.96633 0.01640  -0.460
113 H 35.90803 -8.23932 6.05818  0.237
114 H 35.25433 -9.58735 6.93199  0.332
115 H 34.55179 -8.10281 7.13228  0.346
116 H 34.15786 -7.12594 4.50663  0.138
117 H 32.97793 -7.44998 5.65767  0.481
118 H 31.91074 -7.30666 3.34258  -0.125
119 H 31.33924 -8.41234 4.42933  0.621
120 H 33.28324 -8.66899 2.34578  0.070
121 H 31.24069 -8.76877 1.71960  -0.282
122 H 31.06444 -10.44985 2.15588  0.324
123 H 32.57395 -9.26602 -0.06294  -0.098
124 H 32.06978 -10.95241 0.18637  0.560
125 H 33.98250 -11.77313 -0.44267  0.325
126 H 35.58303 -11.26422 0.21661  0.281
127 H 34.62490 -10.13773 -0.68820  0.043
128 C 37.46227 -9.16771 -2.62813  -0.481
129 O 36.25050 -9.93359 -2.81076  -0.386
130 C 35.40538 -9.29538 -3.84830  -0.424
131 C 34.11992 -10.05171 -4.33873  -0.757
132 N 33.06792 -10.09356 -3.31790  -0.009
133 C 31.75045 -10.14372 -3.89161  -0.251
134 C 30.63921 -9.94082 -2.83281  -0.810
135 O 30.43234 -8.52865 -2.46253  -0.122
136 C 29.59832 -8.38915 -1.33064  -0.616
137 H 37.28120 -8.19753 -2.16543  0.036
138 H 37.94350 -9.08890 -3.60296  0.395
139 H 38.10397 -9.73637 -1.95511  0.274
140 H 35.94962 -9.03546 -4.75622  0.506
141 H 35.16682 -8.29311 -3.49245  0.131
142 H 34.44143 -11.05847 -4.60547  0.511
143 H 33.81310 -9.59919 -5.28171  0.323
144 H 33.11995 -9.26876 -2.73729  -0.155
145 H 31.71082 -11.13282 -4.34793  0.503
146 H 31.43299 -9.33173 -4.54584  -0.026
147 H 30.88688 -10.61915 -2.01633  0.267
148 H 29.65256 -10.18571 -3.22606  0.484
149 H 28.54967 -8.44799 -1.62217  0.418
150 H 29.90556 -7.42272 -0.93098  -0.097
151 H 29.81563 -9.08757 -0.52250  0.377